Molecular formula: C4H6ClNS
Method: DFT, ωB97M-V with the def2-TZVPD basis set

```
13
Properties=species:S:1:pos:R:3:forces:R:3
C 1.5285 -0.1361 0.1593 -0.125 -1.041 0.089
C 1.2007 0.8285 0.9631 -0.461 1.663 1.445
C 0.6991 -1.3409 -0.1923 -0.355 0.508 0.047
C -2.3666 0.8182 -0.5468 -1.073 1.516 -1.866
H 1.8933 1.6444 1.2311 -0.470 -0.558 -0.321
H 0.2134 0.8206 1.4289 0.341 0.078 -0.138
H 0.8636 -1.5178 -1.2476 -0.456 -0.263 -0.315
H 0.9835 -2.2366 0.3445 0.484 -0.150 0.190
H -2.9644 0.7547 0.3750 0.384 0.021 -0.130
H -2.6606 1.6163 -1.3268 0.313 -1.180 1.395
N -1.4389 0.0465 -0.9117 0.239 -0.261 0.885
S -1.0361 -1.1556 0.2598 0.189 -0.149 -0.684
Cl 3.0844 -0.1422 -0.5366 0.990 -0.184 -0.597
```
Forces are in eV/Å.

Output
frontier orbital gap: 0.3576 hartree

---

Molecular formula: C4H6ClO7
Method: DFT, ωB97M-V with the def2-TZVPD basis set

```
18
Properties=species:S:1:pos:R:3:forces:R:3
Cl 0.5963 -2.2085 2.1809 1.758 0.470 -0.982
O 0.6292 -3.2643 3.0905 -0.656 -2.409 2.022
O 1.9889 -1.9841 1.7970 -0.682 0.594 -0.847
O -0.2097 -2.6010 1.0277 0.173 0.998 0.279
O 0.1037 -1.0289 2.8467 -0.643 0.433 -0.571
C 0.5799 -0.2820 -1.7192 -0.334 0.901 -0.259
C -0.6333 0.4950 -1.1486 0.904 -2.488 1.650
C -0.4324 0.8079 0.3425 0.100 -0.395 0.006
O -0.4421 2.2178 0.2928 -0.079 1.258 1.710
C -0.8256 2.6695 -0.9004 0.145 7.476 2.981
O -1.0637 3.8879 -1.1169 0.522 -3.680 0.517
O -0.7917 1.7670 -1.7378 -0.489 -3.384 -4.795
H 0.2589 -0.7421 -2.6538 0.593 -0.104 -0.042
H 1.1365 -0.9537 -1.0657 -1.201 -0.640 0.413
H 1.4086 0.4155 -1.8408 -0.261 0.582 -0.754
H -1.5894 -0.0250 -1.2092 0.203 -0.213 -0.656
H 0.4751 0.3938 0.7818 0.339 0.463 -0.326
H -1.1892 0.4351 1.0328 -0.393 0.136 -0.346
```
Forces are in eV/Å.

Output
total charge: -1
frontier orbital gap: 0.3445 hartree

---

ΔE to the lowest compared entry with this formula, charge and spin
In order: 1.403; 0.000
Unit: eV
Electronic energy
In order: -1069.08704; -1142.70843
Unit: a.u.
Highest occupied orbital energy
In order: -9.0; -6.1
Unit: eV